Record 1
Entry from OMol25: a cluster of 9 separate species, C33H81N3O9 in total in a non-equilibrium geometry (ωB97M-V/def2-TZVPD).

Summary:
Gap between HOMO and LUMO ... 7.70 eV
HOMO energy ... -0.284 hartree
E_LUMO ... -0.001 hartree

```
! wB97M-V def2-TZVPD RIJCOSX def2/J DEFGRID3
* xyz 0 1
C 4.82 5.66 2.09
C 5.60 4.75 3.21
C 5.52 3.22 2.98
C 7.12 4.95 3.27
C 7.60 6.40 3.55
C 7.11 6.69 5.00
C 5.51 6.54 5.17
C 5.29 6.46 6.72
C 4.87 7.81 4.60
N 5.06 5.20 4.58
O 3.81 4.75 4.95
H 5.25 6.63 1.85
H 4.93 5.25 1.08
H 3.76 5.79 2.26
H 5.99 2.80 2.09
H 5.91 2.63 3.82
H 4.48 2.90 2.85
H 7.55 4.41 4.11
H 7.59 4.55 2.37
H 8.68 6.50 3.57
H 7.40 7.10 2.74
H 7.31 7.76 5.06
H 7.74 6.10 5.66
H 4.20 6.50 6.82
H 5.72 7.31 7.24
H 5.58 5.55 7.26
H 5.20 8.00 3.59
H 5.18 8.62 5.26
H 3.78 7.78 4.58
H 3.22 5.18 4.32
C 3.83 4.02 -2.73
C 2.56 3.96 -1.76
C 2.39 5.30 -0.99
C 1.33 3.71 -2.68
C -0.01 3.36 -2.04
C 0.20 2.13 -1.11
C 1.45 2.34 -0.18
C 1.07 3.18 1.01
C 1.56 0.93 0.42
N 2.70 2.81 -0.87
O 3.88 2.70 -0.17
H 3.99 3.01 -3.10
H 3.75 4.69 -3.59
H 4.71 4.31 -2.15
H 2.66 6.15 -1.62
H 1.32 5.48 -0.95
H 2.87 5.50 -0.03
H 1.28 4.57 -3.36
H 1.61 2.83 -3.26
H -0.35 4.20 -1.43
H -0.78 3.10 -2.76
H 0.15 1.12 -1.51
H -0.72 2.13 -0.53
H 1.85 3.22 1.76
H 0.09 2.89 1.40
H 0.83 4.19 0.70
H 0.72 0.69 1.08
H 2.43 0.82 1.07
H 1.62 0.09 -0.27
H 4.01 1.77 0.01
C 8.41 -3.30 5.07
C 7.02 -3.49 5.59
C 5.96 -2.56 4.88
C 6.57 -5.00 5.47
C 7.06 -5.90 6.58
C 6.80 -5.31 7.89
C 7.42 -3.87 8.11
C 6.65 -3.33 9.37
C 8.99 -3.86 8.42
N 7.03 -3.05 6.96
O 7.40 -1.72 7.08
H 8.28 -3.44 4.00
H 8.79 -2.28 5.15
H 9.18 -4.05 5.29
H 5.52 -3.19 4.11
H 5.17 -2.25 5.57
H 6.40 -1.64 4.50
H 5.48 -4.95 5.40
H 6.86 -5.31 4.47
H 6.59 -6.87 6.41
H 8.08 -6.21 6.37
H 7.34 -5.99 8.55
H 5.76 -5.45 8.17
H 7.19 -2.58 9.94
H 6.68 -4.22 9.99
H 5.67 -2.88 9.22
H 9.66 -4.30 7.68
H 9.08 -4.49 9.30
H 9.55 -2.98 8.73
H 6.55 -1.37 7.33
C 4.74 -0.10 -2.14
C 4.72 -1.44 -1.36
C 6.08 -2.14 -1.54
O 4.64 -1.28 0.05
H 5.51 0.52 -1.68
H 3.82 0.46 -2.00
H 4.95 -0.04 -3.20
H 3.95 -2.11 -1.76
H 6.23 -2.35 -2.60
H 6.06 -3.13 -1.10
H 6.95 -1.64 -1.13
H 3.80 -1.55 0.41
C 9.14 1.15 3.01
C 8.70 0.59 1.63
C 7.59 -0.46 1.69
O 8.21 1.65 0.97
H 9.36 0.35 3.71
H 8.39 1.74 3.54
H 10.03 1.76 2.92
H 9.56 0.18 1.09
H 6.97 -0.74 0.84
H 6.95 -0.34 2.57
H 8.25 -1.30 1.94
H 7.35 1.61 1.41
O 4.44 0.31 3.41
H 3.52 0.25 3.65
H 4.53 -0.27 2.65
O 0.55 2.06 4.06
H 1.47 1.84 4.17
H 0.45 2.27 3.14
O 2.07 -0.47 4.48
H 2.41 -0.81 5.30
H 1.12 -0.53 4.57
O 2.50 -1.58 2.05
H 2.76 -1.39 2.95
H 2.72 -2.50 1.92
*
```

=====

Record 2
Entry from OMol25: a cluster of 16 separate species, C33H83BrN10O19 in total in a non-equilibrium geometry (ωB97M-V/def2-TZVPD).

Summary:
Gap between HOMO and LUMO ... 1.58 eV
HOMO energy ... -0.389 hartree
E_LUMO ... -0.331 hartree

```
! wB97M-V def2-TZVPD RIJCOSX def2/J DEFGRID3
* xyz 6 1
C -24.44 -25.59 -0.05
C -23.20 -25.80 -0.85
O -22.30 -26.22 -1.38
N -23.55 -24.21 -2.70
H -24.37 -23.82 -2.19
H -17.54 -17.06 2.47
C -22.98 -24.65 -3.62
H -24.47 -26.60 0.34
H -25.26 -25.40 -0.72
H -24.41 -24.76 0.65
H -22.73 -25.76 -3.72
H -22.38 -23.88 -4.31
H -24.96 -23.69 -5.67
C -6.86 -19.37 -0.55
C -6.05 -20.63 -0.97
O -5.17 -20.61 -1.75
N -6.33 -21.97 -0.27
H -6.44 -21.88 0.73
H -7.31 -22.12 -0.59
C -5.43 -23.20 -0.51
H -6.59 -18.55 -1.19
H -6.78 -18.96 0.46
H -7.91 -19.65 -0.71
H -5.79 -23.88 0.30
H -4.34 -23.07 -0.54
H -5.60 -23.62 -1.48
C -7.47 -9.08 3.34
C -8.78 -9.18 2.75
O -9.45 -8.67 1.97
N -9.41 -10.63 3.28
H -8.57 -11.19 3.31
H -9.64 -10.52 4.26
C -10.46 -11.20 2.37
H -6.98 -9.89 2.85
H -7.38 -9.33 4.39
H -7.13 -8.09 3.02
H -10.58 -12.27 2.54
H -10.21 -10.97 1.39
H -11.43 -10.72 2.58
C -9.67 -24.05 -0.97
C -9.71 -22.64 -1.39
O -8.97 -21.78 -0.84
N -10.72 -22.34 -2.19
H -13.98 -16.63 -1.46
H -11.09 -23.09 -2.77
C -10.81 -20.99 -2.74
H -10.37 -24.63 -1.58
H -9.83 -24.20 0.06
H -8.70 -24.47 -1.14
H -11.87 -20.72 -2.58
H -10.66 -20.97 -3.87
H -10.14 -20.31 -2.18
C -9.84 -16.11 -7.05
C -9.30 -17.51 -7.14
O -9.33 -18.37 -6.31
N -8.75 -17.90 -8.54
H -9.50 -18.50 -8.90
H -8.69 -17.09 -9.20
C -7.53 -18.75 -8.51
H -9.02 -15.43 -6.84
H -10.52 -16.10 -6.15
H -10.26 -15.86 -8.01
H -7.60 -19.65 -7.94
H -6.62 -18.17 -8.25
H -7.35 -19.14 -9.51
C -5.81 -23.10 6.95
C -6.10 -22.49 8.35
O -7.21 -22.02 8.59
N -5.15 -22.48 9.20
H -4.24 -22.89 8.91
H -8.27 -18.97 5.57
C -5.07 -21.86 10.49
H -6.44 -23.92 6.63
H -4.77 -23.41 6.88
H -5.90 -22.29 6.23
H -4.11 -21.33 10.49
H -4.96 -22.63 11.26
H -5.90 -21.24 10.76
C -12.07 -23.04 8.43
C -10.56 -22.91 8.41
O -9.75 -23.32 7.65
N -9.90 -22.21 9.65
H -10.01 -22.89 10.40
H -8.85 -22.22 9.32
C -10.43 -20.81 9.99
H -12.36 -23.79 7.67
H -12.48 -22.08 8.04
H -12.48 -23.25 9.43
H -9.64 -20.09 10.30
H -11.08 -20.88 10.85
H -10.88 -20.40 9.16
C -23.05 -31.16 -0.88
C -22.64 -30.56 0.35
O -22.25 -29.48 0.49
N -22.67 -31.49 1.59
H -22.87 -32.45 1.36
H -21.77 -31.43 2.10
C -23.88 -31.17 2.48
H -23.81 -30.54 -1.38
H -23.53 -32.16 -0.76
H -22.24 -31.28 -1.57
H -23.85 -30.08 2.73
H -23.60 -31.75 3.36
H -24.76 -31.48 1.98
C -10.03 -32.98 -6.43
C -8.94 -31.97 -6.49
O -7.81 -31.97 -6.12
N -9.44 -30.50 -6.83
H -10.50 -30.41 -6.84
H -9.10 -29.91 -6.08
C -8.84 -29.97 -8.09
H -10.94 -32.68 -6.87
H -10.17 -33.12 -5.35
H -9.72 -33.95 -6.80
H -9.38 -30.22 -8.96
H -7.76 -30.26 -8.18
H -8.76 -28.89 -8.11
C -14.76 -27.05 -8.29
C -15.25 -28.28 -7.59
O -15.60 -28.39 -6.49
N -15.29 -29.61 -8.47
H -15.52 -29.38 -9.39
H -14.34 -30.01 -8.40
C -16.32 -30.63 -8.00
H -13.77 -27.25 -8.72
H -14.61 -26.22 -7.60
H -15.39 -26.78 -9.13
H -16.14 -30.73 -6.95
H -16.13 -31.60 -8.48
H -17.37 -30.32 -8.25
Br -12.19 -29.55 -7.88
O -9.17 -20.93 5.16
C -7.86 -20.77 5.07
O -7.48 -19.52 5.43
O -7.11 -21.61 4.75
H -9.31 -21.87 4.94
O -10.94 -15.77 -1.33
C -12.01 -16.31 -1.93
O -11.85 -16.87 -2.96
O -13.11 -16.04 -1.14
H -11.31 -15.33 -0.51
O -15.03 -18.83 3.07
C -15.89 -17.96 2.37
O -15.63 -17.53 1.28
O -17.06 -17.64 3.09
H -15.28 -19.14 3.96
*
```

=====

Record 3
Entry from OMol25: a cluster of 11 separate species, C33H83NO31S8 in total in a non-equilibrium geometry (ωB97M-V/def2-TZVPD).

Summary:
Gap between HOMO and LUMO ... 9.56 eV
HOMO energy ... -0.348 hartree
E_LUMO ... 0.003 hartree

```
! wB97M-V def2-TZVPD RIJCOSX def2/J DEFGRID3
* xyz 0 1
C -14.94 -13.48 -0.67
C -15.16 -12.51 0.51
O -15.97 -13.20 1.40
S -16.28 -12.48 2.88
C -14.80 -13.12 3.75
O -16.15 -11.06 2.66
O -17.55 -12.94 3.48
H -15.94 -13.52 -1.12
H -14.63 -14.49 -0.39
H -14.19 -13.15 -1.39
H -14.17 -12.27 0.92
H -15.64 -11.57 0.24
H -14.84 -12.71 4.76
H -13.92 -13.00 3.13
H -14.99 -14.19 3.87
C -16.34 -19.97 5.00
C -17.87 -19.76 4.73
O -18.47 -20.78 5.48
S -20.12 -20.84 5.32
C -20.31 -21.64 3.62
O -20.64 -21.79 6.30
O -20.61 -19.46 5.32
H -16.14 -20.64 5.83
H -15.65 -19.13 5.13
H -15.92 -20.49 4.13
H -18.23 -18.77 5.00
H -18.10 -19.91 3.68
H -19.69 -22.53 3.70
H -19.88 -21.07 2.78
H -21.38 -21.76 3.49
C -20.73 -20.26 -5.04
C -19.84 -21.43 -4.65
O -19.47 -21.10 -3.30
S -18.61 -22.23 -2.42
C -18.05 -20.98 -1.14
O -19.47 -23.21 -1.72
O -17.49 -22.78 -3.19
H -20.19 -19.32 -5.18
H -21.53 -20.01 -4.35
H -21.28 -20.55 -5.93
H -20.41 -22.36 -4.65
H -19.00 -21.53 -5.33
H -18.90 -20.73 -0.50
H -17.65 -20.11 -1.66
H -17.18 -21.42 -0.65
C -26.66 -20.09 3.68
C -26.30 -18.65 3.39
O -24.94 -18.53 2.82
S -23.72 -18.88 3.87
C -22.38 -18.09 2.94
O -23.98 -18.19 5.13
O -23.46 -20.35 3.82
H -25.84 -20.77 3.91
H -27.21 -20.50 2.83
H -27.42 -20.12 4.47
H -26.99 -18.17 2.70
H -26.44 -18.13 4.33
H -21.52 -17.89 3.59
H -22.66 -17.15 2.46
H -22.11 -18.81 2.17
C -15.71 -12.03 7.38
C -16.42 -13.36 7.42
O -16.28 -13.98 6.20
S -16.57 -15.65 6.04
C -18.40 -15.48 6.04
O -16.10 -16.22 4.75
O -16.19 -16.23 7.32
H -14.65 -12.14 7.17
H -15.90 -11.47 8.29
H -16.14 -11.44 6.57
H -16.01 -13.96 8.23
H -17.44 -13.17 7.75
H -18.79 -15.14 7.01
H -18.79 -16.46 5.79
H -18.81 -14.74 5.35
C -17.48 -12.32 -3.61
C -18.93 -12.66 -3.73
O -19.33 -12.96 -2.39
S -19.75 -14.47 -1.98
C -18.26 -15.42 -2.41
O -19.97 -14.51 -0.54
O -20.89 -14.92 -2.83
H -17.12 -12.05 -4.61
H -16.88 -13.14 -3.20
H -17.40 -11.42 -3.00
H -19.47 -11.80 -4.14
H -19.08 -13.46 -4.46
H -18.49 -16.45 -2.13
H -17.46 -15.12 -1.74
H -17.93 -15.26 -3.44
C -11.54 -18.41 -0.61
C -12.77 -18.57 0.28
O -13.60 -17.49 -0.11
S -15.24 -17.71 0.22
C -15.15 -17.60 2.10
O -15.92 -16.52 -0.36
O -15.68 -19.08 -0.16
H -10.75 -19.01 -0.17
H -11.23 -17.37 -0.76
H -11.55 -18.80 -1.63
H -13.16 -19.57 0.11
H -12.45 -18.46 1.32
H -14.90 -16.56 2.29
H -14.33 -18.27 2.37
H -16.13 -17.85 2.51
C -23.06 -12.03 1.22
C -22.34 -13.08 2.06
O -22.87 -13.02 3.38
S -21.99 -13.88 4.50
C -22.88 -13.37 6.13
O -22.30 -15.27 4.27
O -20.62 -13.38 4.48
H -24.12 -12.30 1.16
H -22.71 -12.07 0.19
H -22.90 -11.06 1.68
H -22.70 -13.99 1.59
H -21.26 -12.99 1.97
H -22.52 -14.11 6.84
H -23.93 -13.51 5.88
H -22.63 -12.34 6.37
C -23.11 -15.69 -0.93
O -24.27 -15.96 -0.18
C -25.42 -16.30 -0.83
O -25.67 -16.15 -2.06
O -26.26 -16.72 0.07
C -27.61 -17.11 -0.39
H -22.28 -15.22 -0.40
H -23.41 -14.91 -1.63
H -22.72 -16.44 -1.61
H -27.95 -16.82 -1.38
H -28.35 -16.88 0.38
H -27.55 -18.20 -0.35
C -23.76 -18.38 -3.53
O -24.32 -19.52 -2.77
C -24.19 -19.58 -1.45
O -23.32 -19.01 -0.77
O -25.06 -20.45 -0.99
C -25.23 -20.57 0.42
H -24.32 -17.48 -3.25
H -23.84 -18.50 -4.62
H -22.74 -18.06 -3.33
H -26.12 -21.16 0.63
H -25.53 -19.61 0.83
H -24.35 -21.04 0.85
C -18.51 -16.11 2.60
N -19.11 -16.63 1.40
C -19.47 -17.88 1.16
C -20.14 -18.14 -0.18
O -19.20 -18.82 1.90
H -17.61 -15.57 2.30
H -18.30 -16.83 3.39
H -19.19 -15.41 3.08
H -19.45 -15.99 0.68
H -20.78 -19.02 -0.18
H -19.39 -18.11 -0.97
H -20.80 -17.30 -0.42
*
```